[1]
{
  "formula": "C30H81N7O8",
  "method": "ωB97M-V with the def2-TZVPD basis set",
  "relative_energy_kcal_mol": 35.21,
  "smiles": "COC[C@H](C)N.COC[C@H](C)N.COC[C@H](C)N.COC[C@H](C)N.COC[C@H](C)N.COC[C@H](C)N.COCCNCCOC",
  "charge": 0,
  "lumo_ev": 0.40,
  "mol_weight_g_mol": 668.02,
  "symbols": ["C", "C", "C", "O", "C", "N", "H", "H", "H", "H", "H", "H", "H", "H", "H", "H", "H", "C", "C", "C", "O", "C", "N", "H", "H", "H", "H", "H", "H", "H", "H", "H", "H", "H", "C", "C", "C", "O", "C", "N", "H", "H", "H", "H", "H", "H", "H", "H", "H", "H", "H", "C", "C", "C", "O", "C", "N", "H", "H", "H", "H", "H", "H", "H", "H", "H", "H", "H", "C", "C", "C", "O", "C", "N", "H", "H", "H", "H", "H", "H", "H", "H", "H", "H", "H", "C", "C", "C", "O", "C", "N", "H", "H", "H", "H", "H", "H", "H", "H", "H", "H", "H", "C", "O", "C", "C", "N", "C", "C", "O", "C", "H", "H", "H", "H", "H", "H", "H", "H", "H", "H", "H", "H", "H", "H", "H"],
  "positions_angstrom": [[2.882, 1.032, 3.830], [3.731, 1.144, 5.147], [2.869, 0.902, 6.420], [3.629, 0.985, 7.616], [2.885, 0.932, 8.799], [4.797, 0.150, 5.054], [2.549, -0.006, 3.840], [3.553, 1.157, 2.980], [2.078, 1.767, 3.782], [4.128, 2.155, 5.238], [2.569, -0.140, 6.315], [1.994, 1.551, 6.407], [3.574, 1.013, 9.640], [2.354, -0.019, 8.761], [2.206, 1.784, 8.767], [4.367, -0.764, 5.036], [5.123, 0.050, 6.004], [4.514, -4.786, 3.875], [4.525, -3.249, 3.833], [3.686, -2.568, 2.731], [4.206, -2.900, 1.410], [3.746, -2.056, 0.347], [3.807, -2.792, 5.020], [3.533, -5.245, 3.998], [5.040, -5.048, 4.793], [5.054, -5.229, 3.039], [5.512, -2.798, 3.732], [3.624, -1.482, 2.801], [2.671, -2.961, 2.797], [3.886, -0.987, 0.506], [2.684, -2.214, 0.158], [4.350, -2.369, -0.505], [4.139, -3.105, 5.921], [2.810, -2.937, 4.946], [-1.404, -0.647, -7.734], [-0.125, 0.117, -7.919], [0.306, 0.833, -6.611], [-0.646, 1.860, -6.366], [-0.360, 2.623, -5.202], [0.879, -0.880, -8.326], [-2.223, 0.056, -7.885], [-1.502, -1.203, -6.802], [-1.494, -1.283, -8.615], [-0.263, 0.877, -8.688], [1.315, 1.222, -6.752], [0.301, 0.246, -5.692], [-1.123, 3.386, -5.045], [0.653, 3.025, -5.178], [-0.439, 1.990, -4.318], [0.718, -1.475, -9.127], [0.875, -1.601, -7.619], [-2.549, -1.559, 4.865], [-3.215, -2.841, 4.406], [-4.736, -2.567, 4.154], [-5.434, -2.194, 5.351], [-6.000, -3.175, 6.194], [-2.543, -3.272, 3.187], [-2.578, -0.807, 4.076], [-1.495, -1.693, 5.108], [-3.031, -1.176, 5.764], [-3.051, -3.568, 5.201], [-5.190, -3.450, 3.704], [-4.846, -1.715, 3.482], [-6.628, -3.871, 5.637], [-6.701, -2.814, 6.947], [-5.182, -3.685, 6.703], [-2.730, -4.246, 2.995], [-1.553, -3.080, 3.131], [0.099, -0.611, -2.425], [-1.016, 0.201, -1.715], [-1.144, -0.344, -0.249], [0.125, -0.319, 0.418], [0.127, -0.823, 1.722], [-0.729, 1.656, -1.713], [0.432, -0.379, -3.437], [-0.072, -1.687, -2.392], [1.011, -0.450, -1.850], [-2.013, 0.066, -2.133], [-1.519, -1.367, -0.251], [-1.940, 0.202, 0.256], [-0.238, -1.850, 1.743], [-0.610, -0.240, 2.274], [1.051, -0.685, 2.283], [0.008, 1.796, -1.036], [-1.463, 2.128, -1.205], [2.664, 1.482, -0.604], [3.043, 2.582, -1.535], [2.717, 2.209, -3.049], [3.739, 1.307, -3.471], [3.486, 0.861, -4.785], [2.254, 3.701, -1.045], [2.931, 0.521, -1.044], [1.597, 1.480, -0.383], [3.089, 1.577, 0.395], [4.091, 2.788, -1.319], [2.825, 3.155, -3.580], [1.713, 1.789, -3.121], [3.270, 1.654, -5.500], [2.701, 0.104, -4.800], [4.416, 0.449, -5.178], [2.572, 3.835, -0.096], [2.287, 4.614, -1.473], [-2.907, 3.377, 0.769], [-3.190, 2.842, -0.533], [-4.335, 3.388, -1.175], [-4.652, 2.565, -2.430], [-3.764, 2.990, -3.490], [-4.118, 2.418, -4.792], [-3.723, 0.921, -4.947], [-4.503, -0.061, -4.212], [-3.935, -1.337, -4.247], [-2.407, 4.344, 0.715], [-2.154, 2.715, 1.199], [-3.800, 3.453, 1.389], [-4.283, 4.470, -1.295], [-5.138, 3.218, -0.458], [-5.692, 2.756, -2.694], [-4.581, 1.508, -2.171], [-2.866, 2.589, -3.258], [-3.587, 2.910, -5.606], [-5.143, 2.645, -5.085], [-2.688, 0.859, -4.609], [-3.684, 0.640, -5.999], [-3.855, -1.628, -5.294], [-4.602, -2.082, -3.815], [-2.977, -1.302, -3.728]],
  "forces_ev_per_angstrom": [[0.922, -0.008, 1.477], [-0.773, 0.127, -0.077], [0.384, -0.618, -0.706], [1.191, 0.702, -1.183], [-0.162, 0.036, -0.897], [0.196, 0.330, 0.680], [-0.552, 0.125, -0.286], [-0.020, 0.053, 0.022], [-0.134, -0.238, -0.007], [0.372, 0.011, -0.133], [-0.657, -0.289, 0.075], [-0.138, 0.217, 0.316], [-0.146, -0.135, -0.061], [-0.393, -0.051, 0.718], [-0.404, -0.059, 0.541], [-0.582, -0.517, -0.844], [0.923, 0.550, 0.407], [1.016, 0.327, -0.324], [-1.876, 0.150, -0.162], [0.483, -1.038, -1.962], [-0.195, 0.606, 0.913], [0.254, -0.774, 0.434], [0.263, 1.150, 0.637], [-0.227, 0.381, -0.382], [0.247, -0.147, -0.004], [-0.140, -0.117, -0.058], [0.199, -0.303, 0.490], [0.376, 0.003, 0.428], [-0.424, -0.085, 0.014], [0.247, 0.060, 0.371], [-0.174, -0.094, -0.148], [-0.257, 0.149, -0.135], [0.096, -0.265, -0.184], [0.053, -0.228, 0.043], [-1.402, 0.899, -1.042], [0.311, -1.273, 0.712], [-0.458, 0.482, -0.596], [0.120, 0.645, -0.406], [-0.243, -0.830, 0.422], [1.538, 0.139, 0.821], [-0.429, -0.056, 0.665], [0.106, 0.033, -0.060], [-0.101, -0.470, 0.251], [0.234, 0.001, -0.008], [0.123, 0.267, 0.011], [0.187, -0.883, -0.180], [0.150, 0.162, -0.484], [0.044, 0.305, -0.361], [0.064, -0.260, 0.252], [-0.672, 0.831, -0.668], [0.294, 0.047, 0.636], [0.055, 0.313, 0.278], [0.362, 0.823, -0.002], [0.413, -0.600, 1.026], [-0.292, 0.870, -0.079], [0.518, -0.724, -0.552], [-0.890, -0.190, -0.511], [-0.211, 0.100, -0.042], [0.104, -0.260, 0.025], [-0.080, 0.107, -0.113], [-0.493, -0.249, 0.235], [-0.169, -0.121, -0.122], [0.119, -0.093, -0.077], [0.262, -0.397, -0.339], [0.392, 0.934, -0.102], [-0.183, -0.443, 0.174], [0.213, -0.017, -0.145], [-0.106, -0.049, 0.334], [0.367, 0.148, 0.517], [0.617, -0.072, 0.998], [0.296, -0.493, -0.532], [0.251, 0.462, -0.847], [-1.523, 0.516, 0.396], [0.186, -0.692, 0.152], [-0.785, 0.457, -0.217], [-0.292, -0.025, 0.063], [0.008, -0.062, 0.210], [0.011, -0.128, -0.332], [0.090, -0.435, -0.203], [0.214, 0.568, 0.404], [0.294, -0.353, 0.019], [-0.275, 0.013, 0.480], [0.336, -0.126, -0.751], [0.755, 0.066, -0.319], [-0.836, 0.080, -0.381], [-0.462, -1.298, 0.407], [-0.583, 0.114, -0.637], [1.670, 0.748, 2.268], [-0.745, 0.409, -0.210], [0.810, -0.247, -0.188], [-0.745, 0.626, 0.372], [0.118, -0.147, 0.283], [0.120, -0.109, -0.365], [0.525, 0.010, -0.045], [0.462, -0.137, -1.078], [-0.327, 0.028, -0.519], [-0.084, 0.014, -0.069], [-0.426, 0.390, 0.219], [-0.137, -0.028, -0.106], [-0.013, -0.392, 0.234], [-0.294, 0.221, 0.255], [0.473, -0.177, -0.592], [0.432, -0.256, -0.905], [0.474, 0.379, 0.392], [-0.768, -1.007, 0.982], [0.100, 1.166, 0.954], [-0.308, -0.465, -0.993], [0.121, -1.011, -0.223], [-0.336, -0.234, 0.322], [-0.478, 1.656, 0.010], [-0.114, 0.162, -0.607], [-0.249, 0.336, -0.199], [-0.273, -0.205, 0.211], [-0.067, -0.146, 0.034], [0.358, 0.040, -0.541], [-0.545, 0.051, 0.064], [-0.012, 0.104, -0.188], [0.041, -0.185, 0.014], [0.552, 0.282, 0.056], [0.570, 0.133, 0.180], [-0.345, -0.317, 0.552], [0.345, -0.088, 0.182], [-0.254, -0.036, -0.241], [0.617, -0.255, -0.199], [-0.062, 0.341, 0.411], [0.274, -0.451, -0.121]],
  "mulliken_charge": [-0.892, 0.233, -0.700, -0.348, -0.711, -0.719, -0.204, 0.299, 0.564, 0.371, 0.246, 0.481, 0.223, 0.302, 0.297, 0.160, 0.370, -1.460, 0.267, -0.205, -0.454, -0.619, -0.507, 0.313, 0.411, 0.356, 0.354, 0.019, 0.219, 0.231, 0.265, 0.387, 0.197, 0.193, -1.347, 0.313, 0.579, -0.360, -0.313, -0.840, 0.231, 0.268, 0.487, 0.348, 0.156, -0.532, 0.302, 0.376, -0.187, 0.276, 0.248, -1.402, 0.718, -0.567, -0.345, -0.692, -0.536, 0.242, 0.378, 0.369, 0.071, 0.355, 0.242, 0.296, 0.266, 0.276, 0.230, 0.124, -0.513, 1.798, -1.868, 0.239, -0.459, -0.055, -0.475, 0.613, -0.166, -0.281, 0.534, 0.430, 0.328, 0.387, -0.391, -0.082, 0.117, -0.678, 0.267, -0.192, -0.426, -0.760, -0.583, 0.001, 0.009, 0.320, 0.381, 0.549, -0.154, 0.312, 0.227, 0.386, 0.228, 0.199, -0.838, -0.369, -0.945, -0.255, -0.271, -1.421, 0.542, -0.403, -0.391, 0.292, 0.184, 0.370, 0.364, 0.456, 0.483, 0.217, 0.170, 0.378, 0.480, -0.196, 0.383, 0.262, 0.231, 0.065]
}

[2]
{
  "formula": "C5H7NO2",
  "method": "ωB97M-V with the def2-TZVPD basis set",
  "relative_energy_kcal_mol": 47.72,
  "charge": 0,
  "lumo_ev": -0.16,
  "mol_weight_g_mol": 113.12,
  "symbols": ["C", "C", "C", "C", "C", "N", "O", "O", "H", "H", "H", "H", "H", "H", "H"],
  "positions_angstrom": [[-1.388, 1.804, -0.218], [-0.086, -1.755, -0.204], [-1.462, 0.303, -0.195], [-0.148, -0.413, -0.311], [2.155, 0.324, -0.182], [0.955, 0.388, -0.358], [-2.499, -0.313, -0.094], [3.280, 0.571, -0.340], [2.110, -1.242, 1.680], [-2.389, 2.221, -0.153], [-0.789, 2.154, 0.624], [-0.899, 2.136, -1.130], [-1.008, -2.312, -0.232], [1.369, -1.560, 1.582], [0.800, -2.308, -0.469]],
  "forces_ev_per_angstrom": [[-0.301, 0.017, 0.140], [-0.544, 0.529, -1.557], [-0.347, 0.032, -0.032], [-0.322, -1.678, 1.052], [-0.687, 1.153, -1.845], [0.827, 0.204, 0.417], [0.282, 0.154, -0.043], [0.656, -0.552, 0.925], [-1.694, -0.789, -0.072], [0.002, -0.043, -0.023], [0.054, 0.036, -0.036], [0.085, 0.076, -0.061], [-0.201, 0.032, 0.349], [1.859, 0.779, 0.344], [0.330, 0.048, 0.441]],
  "nbo_charge": [-0.716, -0.353, 0.556, 0.036, 0.881, -0.558, -0.519, -0.482, -0.014, 0.238, 0.240, 0.240, 0.233, 0.013, 0.208]
}

One value per record, in order, for HOMO-LUMO gap: 9.2 9.5 eV.